# 1
ORCA calculation (ωB97M-V/def2-TZVPD) on a molecular structure, C24H27MoNOSi.

Cartesian coordinates (Å):
C -1.185 -2.583 -1.162
C -0.414 -1.766 -2.053
C 0.772 -2.468 -2.426
H -0.776 -0.818 -2.490
C 0.732 -3.767 -1.783
C -0.482 -3.841 -0.990
H -0.834 -4.687 -0.421
H -2.209 -2.362 -0.815
H 1.520 -2.095 -3.127
H 1.439 -4.593 -1.914
Mo 0.885 -2.277 -0.175
C 2.200 -1.008 0.354
H 3.163 -1.434 0.035
H 2.252 -0.834 1.438
H 2.089 0.012 -0.099
Si -0.381 2.492 -0.986
C -1.088 3.442 0.472
C -2.383 3.927 0.217
H -2.668 4.040 -0.852
C -3.287 4.166 1.262
H -4.322 4.444 1.028
C -2.880 4.094 2.600
H -3.573 4.377 3.398
C -1.553 3.758 2.857
H -1.243 3.759 3.890
C -0.651 3.425 1.831
H 0.353 3.114 2.107
C 1.047 2.629 -2.150
C 0.774 3.706 -3.013
H 0.344 4.625 -2.603
C 0.920 3.518 -4.391
H 0.564 4.287 -5.064
C 1.498 2.347 -4.902
H 1.598 2.187 -5.983
C 1.988 1.383 -4.009
H 2.494 0.497 -4.419
C 1.822 1.541 -2.623
H 2.217 0.788 -1.931
H 0.019 1.258 -0.328
H -1.324 1.804 -1.815
O 1.170 -5.058 1.860
C 1.563 -3.681 1.911
C 0.412 -2.911 2.486
C -0.071 -3.111 3.771
C -1.054 -2.254 4.259
C -1.559 -1.249 3.428
C -1.127 -1.161 2.110
N -0.152 -2.005 1.671
H 1.833 -5.503 1.290
H 2.419 -3.505 2.596
H 1.944 -3.412 0.839
H 0.367 -3.922 4.342
H -1.397 -2.361 5.285
H -2.275 -0.519 3.804
H -1.510 -0.437 1.380

Properties
- spin multiplicity = 3
- HOMO energy (spin up / spin down) (eV) = -13.359 / -13.355
- charge = +2
- gap between HOMO and LUMO (spin up / spin down) (eV) = 4.25 / 4.16

Here are the Mulliken charges for atoms 1 to 6, given in e: C -0.265; C 0.187; C -1.208; H 0.499; C -0.070; C -0.460

---

# 2
ORCA calculation (ωB97M-V/def2-TZVPD) on a molecular structure, C24H27N3O2PtSSi.

Cartesian coordinates (Å):
Pt -0.145 1.553 -0.131
C -4.489 -2.587 3.279
Si -2.867 -2.752 2.324
C -1.731 -3.976 3.201
C -3.264 -3.334 0.582
C -2.042 -1.040 2.458
C -2.059 -0.398 3.689
C -1.512 0.870 3.868
C -0.955 1.498 2.780
N -0.911 0.897 1.589
C -1.417 -0.342 1.411
S -1.160 -0.906 -0.201
H -5.050 -3.524 3.260
H -5.121 -1.811 2.841
H -4.323 -2.326 4.327
H -2.165 -4.979 3.201
H -1.569 -3.684 4.241
H -0.756 -4.034 2.715
H -3.865 -4.245 0.631
H -2.364 -3.551 0.007
H -3.834 -2.583 0.033
H -2.519 -0.890 4.539
H -1.526 1.356 4.833
H -0.540 2.495 2.837
C 4.953 -0.343 1.289
C 3.961 -0.175 0.174
C 3.847 -1.123 -0.772
C 2.942 -1.200 -1.919
C 2.058 -0.286 -2.335
C 1.913 0.989 -1.574
N 0.810 1.980 -1.917
C -0.053 1.890 -3.083
C 0.459 1.456 -4.301
C -0.366 1.348 -5.406
C -1.703 1.703 -5.308
C -2.188 2.216 -4.118
C -1.378 2.321 -2.990
C -2.000 3.077 -1.801
O -2.658 4.060 -2.091
O -1.849 2.626 -0.597
C 3.118 1.104 0.149
C 3.404 2.109 1.249
H 5.507 -1.273 1.176
H 4.448 -0.354 2.257
H 5.667 0.483 1.303
H 4.501 -1.983 -0.674
H 2.994 -2.126 -2.478
H 1.395 -0.503 -3.162
H 1.261 2.891 -1.882
H 1.510 1.209 -4.384
H 0.043 1.002 -6.347
H -2.354 1.615 -6.167
H -3.205 2.574 -4.041
H 2.730 2.955 1.126
H 4.431 2.474 1.192
H 3.231 1.663 2.229
N 3.141 1.708 -1.227
C 1.660 0.730 -0.095
H 3.954 1.475 -1.789

Properties
- spin multiplicity = 3
- HOMO energy (spin up / spin down) (eV) = -7.445 / -8.148
- charge = 0
- gap between HOMO and LUMO (spin up / spin down) (eV) = 7.70 / 6.61

Here are the Mulliken charges for atoms 1 to 6, given in e: Pt 0.751; C -1.088; Si 0.216; C -1.058; C -1.070; C 0.521

---

ΔE to the lowest compared entry with this formula, charge and spin for every record listed, in sequence, given in eV: 0.200, 0.082.
F_max for every record listed, in sequence, given in eV Å⁻¹: 4.36, 0.62.
DFT total energy for every record listed, in sequence, given in hartree: -1417.633618, -2052.398446.